C7H21O4Si3 | ωB97M-V/def2-TZVPD

**LUMO energy**: 2.4 eV
**2S+1**: 1
**Net charge**: -1
**HOMO**: -3.9 eV
**Energy above the lowest of the compared OMol25 structures with the same formula, charge and spin**: 8.07 kcal per mole

Cartesian coordinates (Å):
Si1 3.100 -0.740 -0.509
Si2 -1.936 0.837 -0.764
Si3 -3.391 -1.635 -0.541
O1 -4.753 1.811 1.570
O2 1.672 0.177 -0.255
O3 -5.427 3.109 3.293
O4 -1.900 -0.828 -0.378
C1 3.671 -1.318 1.218
C2 0.827 0.160 -1.411
C3 4.456 0.399 -1.248
C4 -3.558 1.681 3.602
C5 2.887 -2.190 -1.713
C6 -0.196 1.312 -1.407
C7 -4.693 2.260 2.740
H1 2.779 -1.413 1.846
H2 -2.178 1.636 0.450
H3 -2.592 1.891 3.134
H4 0.200 2.178 -0.872
H5 4.288 -0.529 1.656
H6 -2.956 1.194 -1.756
H7 3.939 1.053 -1.959
H8 2.557 -3.116 -1.230
H9 4.189 -2.277 1.199
H10 5.203 -0.198 -1.772
H11 -4.222 -1.128 -1.639
H12 0.369 -0.831 -1.489
H13 3.878 -2.388 -2.143
H14 -0.296 1.632 -2.454
H15 -3.065 -3.045 -0.861
H16 1.449 0.282 -2.318
H17 4.883 0.977 -0.428
H18 -4.174 -1.662 0.708
H19 -3.672 0.598 3.687
H20 -3.561 2.112 4.604
H21 2.224 -2.000 -2.558

Atom charges from the Löwdin analysis, given in e for atoms 1 to 4: Si 0.498; Si 0.553; Si 0.511; O -0.134

C7H22F2NO17P2S3Ti | ωB97M-V/def2-TZVPD

**LUMO energy (alpha / beta)**: 3.8 / 3.8 eV
**2S+1**: 4
**Net charge**: -2
**Expectation value of S²**: 3.755
**HOMO (alpha / beta)**: 1.0 / -1.2 eV

Cartesian coordinates (Å):
Ti1 -0.993 0.650 0.014
S1 -0.999 1.472 3.216
S2 -0.878 -0.902 3.330
S3 -3.095 1.437 -2.661
P1 2.449 1.601 0.695
P2 -0.287 -2.501 -1.658
F1 -1.667 -2.043 2.512
F2 -0.994 2.665 2.060
O1 1.201 -2.290 -1.143
O2 -4.008 0.472 -2.064
O3 2.898 1.157 2.123
O4 2.026 3.091 0.972
O5 -0.207 -2.436 -3.228
O6 -2.476 0.948 -3.953
O7 -1.580 -0.955 4.608
O8 -1.261 -1.596 -1.060
O9 0.493 -1.377 3.350
O10 3.782 1.685 -0.180
O11 -1.934 1.752 -1.729
O12 -3.504 -0.145 0.955
O13 0.327 1.599 3.785
O14 -3.732 2.675 -3.182
O15 -0.527 -4.050 -1.371
O16 -2.131 1.936 3.971
O17 1.391 0.806 0.064
N1 -1.217 0.314 2.177
C1 -0.507 -1.188 -3.921
C2 4.916 2.373 0.311
C3 3.167 -0.235 2.407
C4 -1.840 -4.584 -1.323
C5 -4.129 1.130 0.898
C6 2.278 -3.131 -1.554
C7 1.150 3.846 0.114
H1 -2.540 -3.824 -0.972
H2 4.734 3.023 1.167
H3 -0.701 -0.345 -3.260
H4 2.795 -0.402 3.412
H5 -2.229 -4.969 -2.268
H6 -4.362 1.452 1.925
H7 2.632 -0.910 1.738
H8 2.035 -4.182 -1.709
H9 -1.807 -5.407 -0.611
H10 0.349 4.204 0.756
H11 -1.346 -1.305 -4.597
H12 0.388 -0.919 -4.487
H13 0.739 3.216 -0.675
H14 4.236 -0.386 2.249
H15 1.682 4.705 -0.289
H16 5.231 3.052 -0.485
H17 -5.145 1.051 0.513
H18 2.640 -2.766 -2.518
H19 5.733 1.682 0.510
H20 3.022 -2.993 -0.774
H21 -3.516 1.867 0.380
H22 -2.680 -0.016 1.459

Atom charges from the Löwdin analysis, given in e for atoms 1 to 4: Ti 0.980; S 0.443; S 0.499; S 0.250

C7H22O4P2Pt | ωB97M-V/def2-TZVPD

**LUMO energy (alpha / beta)**: 0.6 / 0.0 eV
**2S+1**: 3
**Expectation value of S²**: 2.007
**HOMO (alpha / beta)**: -3.7 / -9.0 eV
**Energy above the lowest of the compared OMol25 structures with the same formula, charge and spin**: 5.34 kcal per mole

Cartesian coordinates (Å):
Pt1 0.342 0.180 0.004
P1 -0.802 -1.358 2.489
P2 1.426 1.394 -1.590
O1 0.797 2.080 2.382
O2 -0.531 -2.267 1.112
O3 -1.924 -0.327 1.908
O4 -1.654 -2.356 3.477
C1 -2.904 -3.017 3.157
C2 2.536 0.329 -2.557
C3 2.443 2.688 -0.811
C4 -3.304 -0.450 1.494
C5 0.614 1.348 1.506
C6 -0.481 -3.685 0.973
C7 0.297 2.216 -2.750
H1 -2.998 -3.245 2.079
H2 -3.746 -2.413 3.525
H3 1.793 3.391 -0.272
H4 -3.935 -0.518 2.391
H5 1.929 -0.397 -3.114
H6 -0.919 1.209 -0.694
H7 0.881 2.804 -3.474
H8 -0.298 1.458 -3.278
H9 3.020 3.224 -1.578
H10 3.137 0.934 -3.250
H11 3.131 2.223 -0.092
H12 -1.067 -3.958 0.087
H13 0.555 -4.008 0.815
H14 -1.344 0.731 -0.115
H15 -0.381 2.871 -2.187
H16 3.192 -0.212 -1.862
H17 -2.906 -3.972 3.701
H18 1.771 -0.557 0.238
H19 -0.017 -0.910 -1.173
H20 -3.563 -1.260 0.780
H21 -0.895 -4.210 1.837
H22 -3.506 0.497 0.989

Atom charges from the Löwdin analysis, given in e for atoms 1 to 4: Pt 0.631; P 0.825; P 0.567; O 0.033

The following electronic energy values (in eV) correspond, in order, to the records above: -39427.040, -123550.451, -37625.914.
The following M values (in g mol⁻¹) correspond, in order, to the records above: 253.50, 636.26, 427.27.